No. 1
A 11-piece molecular cluster, C30H52Cl14O12 overall in a non-equilibrium geometry, computed with ωB97M-V/def2-TZVPD.

Values from the calculation:
maximum force	7.2	eV Å⁻¹
spin multiplicity	2
⟨S²⟩	0.7504
calculated total energy	-231835.7577	eV
LUMO energy (spin up / spin down)	0.0484 / 0.0474	Eh
E_HOMO (spin up / spin down)	0.011 / -0.300	Ha
total charge	-1

Last column: Mulliken charge in e.
CARTESIAN COORDINATES (ANGSTROEM)
Cl -1.902 0.774 5.383  0.202
Cl -1.642 2.886 0.037  -0.128
Cl 2.108 5.757 1.570  -0.179
Cl -5.182 -1.671 -3.591  -0.234
Cl -1.371 6.144 -0.490  -0.176
Cl 3.297 -3.522 5.829  -0.204
Cl 0.672 -1.922 -0.906  -0.124
Cl 4.670 3.977 0.609  -0.221
Cl 1.857 -0.316 1.890  -0.113
Cl 2.933 -7.206 -1.390  -0.198
Cl -0.267 2.865 3.135  -0.947
Cl -2.429 -3.614 -3.848  -0.236
Cl -0.348 -2.965 5.236  -0.209
Cl 3.869 -5.194 1.026  -0.166
O 2.896 0.868 -3.181  -0.313
O -5.499 4.505 -4.324  -0.631
O 6.419 -3.357 3.259  -0.583
O -5.114 2.371 -4.553  -0.264
O 0.948 0.516 -4.234  -0.226
O -4.862 -1.148 2.717  -0.011
O 1.318 2.577 -3.220  -0.589
O -3.307 3.667 -4.443  -0.345
O -2.823 -1.754 2.994  -0.084
O 5.565 -1.283 2.871  -0.251
O -3.583 -1.188 0.868  -0.390
O 6.685 -2.219 1.270  -0.367
C -2.911 5.257 -0.731  -0.112
C 6.172 -2.400 2.529  0.613
C 5.888 -1.009 -0.733  -0.995
C 3.281 -5.421 -1.643  -0.432
C 1.651 -0.645 -6.194  -1.635
C -0.946 2.310 5.729  0.047
C 5.440 -0.409 1.792  0.285
C -4.079 1.547 -5.004  0.033
C -2.319 1.902 -3.169  -0.904
C 2.941 -4.633 -0.372  0.019
C -4.535 -2.718 -2.293  -0.275
C -3.769 -1.465 2.052  -0.165
C 0.252 -0.047 1.116  0.556
C 0.243 -0.234 -0.441  -0.021
C 3.160 4.076 -0.377  -0.014
C 1.675 1.407 -3.466  0.682
C -4.844 -1.330 4.134  0.131
C -3.560 -2.126 4.168  -0.951
C 1.838 4.404 0.403  0.232
C -4.706 3.549 -4.402  0.591
C 3.082 -0.276 -3.952  -0.302
C -3.025 3.988 0.129  -1.005
C -2.988 -2.793 -2.345  -0.093
C 6.407 -1.002 0.760  0.362
C -2.867 2.380 -4.516  0.333
C -6.005 -2.148 4.617  -1.593
C 1.708 -0.561 -4.621  0.481
C 2.330 -2.747 4.534  0.040
C 1.035 -1.926 4.935  0.173
C -1.034 3.423 4.671  -0.306
H -5.771 -2.479 5.628  0.420
H -0.448 4.267 5.035  0.357
H -3.060 -1.813 5.084  0.571
H -2.079 0.850 -3.326  0.221
H -6.877 -1.495 4.571  0.410
H -2.052 2.306 -5.236  0.318
H 0.619 -1.301 4.145  -0.475
H 2.915 -2.049 3.934  -0.150
H -6.295 -3.025 4.039  0.337
H 2.868 -4.967 -2.544  0.354
H -2.976 4.248 1.186  0.531
H -2.883 4.877 -1.752  -0.001
H -2.716 -3.443 -1.514  0.346
H 0.094 2.149 6.013  0.128
H 1.096 -1.309 5.831  0.338
H -4.767 -2.237 -1.344  0.105
H 5.161 -1.813 -0.845  -0.061
H 5.589 0.656 1.968  0.256
H -2.510 -1.814 -2.306  -0.058
H 0.690 -1.030 -6.535  0.410
H 6.637 -1.367 -1.439  0.466
H -3.849 -3.173 4.268  0.349
H 1.391 -1.524 -4.221  0.249
H -3.793 5.877 -0.570  0.426
H -1.472 2.559 -2.971  0.273
H 3.306 -1.082 -3.254  0.226
H 1.061 0.369 -0.835  -0.079
H -1.994 3.867 4.406  0.060
H 7.411 -0.579 0.778  0.129
H 2.993 3.182 -0.978  -0.125
H 1.646 0.259 -6.803  0.366
H 3.306 -3.606 -0.361  -0.235
H -0.002 0.985 1.357  -0.605
H -0.631 0.051 -1.028  0.201
H -1.492 2.736 6.570  0.348
H 3.120 5.007 -0.941  0.359
H 1.861 -4.589 -0.225  0.316
H 4.335 -5.219 -1.832  0.316
H 5.382 -0.082 -1.003  0.358
H 1.065 4.546 -0.352  0.091
H 1.480 3.487 0.871  -0.210
H -4.169 0.539 -4.599  -0.242
H -4.862 -0.285 4.445  0.468
H 2.368 -1.377 -6.567  0.403
H 4.450 -0.308 1.348  -0.238
H -0.426 -0.747 1.604  0.201
H -4.124 1.631 -6.089  0.349
H 3.870 -0.044 -4.668  0.259
H -2.985 1.968 -2.309  0.245
H 2.168 -3.472 3.736  0.329
H -5.038 -3.682 -2.213  0.436
H -4.033 3.589 0.023  0.364

***

No. 2
A 10-piece molecular cluster, C55H166N27O10P9 overall in a non-equilibrium geometry, computed with ωB97M-V/def2-TZVPD.

Values from the calculation:
structure (SMILES)	CN(C)P(=O)(N(C)C)N(C)C.CN(C)P(=O)(N(C)C)N(C)C.CN(C)P(=O)(N(C)C)N(C)C.CN(C)P(=O)(N(C)C)N(C)C.CN(C)P(=O)(N(C)C)N(C)C.CN(C)P(=O)(N(C)C)N(C)C.CN(C)P(=O)(N(C)C)N(C)C.CN(C)P(=O)(N(C)C)N(C)C.CN(C)P(=O)(N(C)C)N(C)C.CO
maximum force	4.0	eV Å⁻¹
calculated total energy	-204045.7128	eV
LUMO energy	0.0186	Eh
E_HOMO	-0.297	Ha

Last column: Mulliken charge in e.
CARTESIAN COORDINATES (ANGSTROEM)
P -31.504 19.279 -4.476  0.524
P -29.016 11.312 -5.910  -0.796
P -26.339 16.018 -4.488  0.397
P -20.858 15.922 0.037  -0.516
P -23.939 22.177 -4.481  0.662
P -32.300 12.326 0.210  0.355
P -27.845 16.245 3.252  0.103
P -27.327 20.858 -10.225  0.063
P -23.712 11.333 -2.321  -0.370
O -26.685 21.347 -11.445  -0.861
O -22.321 16.198 -0.098  -0.342
O -30.472 16.583 -1.758  0.565
O -22.690 12.363 -2.663  -1.057
O -25.379 22.009 -4.132  -1.024
O -32.945 13.577 -0.265  -1.001
O -26.158 15.912 -5.925  -1.262
O -31.185 19.329 -3.024  -1.015
O -28.292 16.427 4.588  -0.900
O -28.063 11.554 -4.859  -0.325
N -29.117 16.319 2.149  0.798
N -24.797 11.776 -1.122  1.413
N -24.502 10.835 -3.670  1.090
N -28.967 12.503 -7.026  0.737
N -27.190 14.938 -3.552  1.026
N -30.637 11.319 -5.398  0.376
N -31.270 17.891 -5.313  1.113
N -33.297 10.946 0.352  0.025
N -30.987 11.773 -0.687  1.143
N -27.513 19.199 -10.353  0.495
N -24.852 16.026 -3.790  1.296
N -22.867 20.968 -4.874  0.505
N -20.499 15.112 1.431  0.441
N -23.138 22.946 -3.228  0.271
N -31.680 12.624 1.759  0.894
N -27.127 17.430 -4.164  1.573
N -27.180 14.788 2.824  1.080
N -33.218 19.471 -4.635  0.173
N -19.881 17.310 0.115  0.664
N -28.898 9.809 -6.549  0.612
N -26.450 21.284 -8.825  0.659
N -23.781 23.174 -5.837  0.580
N -26.657 17.373 2.885  0.658
N -30.695 20.386 -5.347  0.562
N -23.030 9.910 -1.810  0.644
N -20.101 15.162 -1.230  0.387
N -28.808 21.413 -9.887  0.444
C -29.952 20.993 -10.686  -1.258
C -20.152 15.891 -2.522  -1.231
C -34.454 11.186 1.205  -0.969
C -28.771 22.845 -9.606  -1.097
C -26.802 20.860 -7.505  0.376
C -22.221 20.302 -3.767  -0.666
C -22.186 9.140 -2.669  -1.099
C -23.602 15.696 -4.447  -0.964
C -22.569 23.354 -6.586  -1.175
C -27.915 13.551 2.529  -0.559
C -25.001 21.186 -9.007  -0.786
C -30.303 10.584 -0.322  -1.357
C -24.369 11.536 -4.929  -0.449
C -28.590 14.887 -3.556  2.295
C -31.062 10.281 -4.439  -1.061
C -33.754 10.461 -0.900  -0.814
C -25.216 9.551 -3.723  -1.058
C -29.656 21.152 -4.633  -0.311
C -32.053 16.735 -5.089  -1.125
C -30.943 20.603 -6.729  -0.471
C -30.045 17.454 2.372  -1.147
C -24.667 24.356 -5.951  -1.160
C -26.431 18.602 3.636  -1.185
C -19.923 13.680 -1.398  -0.401
C -26.008 14.510 3.611  -1.068
C -28.064 13.595 -6.882  -0.301
C -27.430 17.832 -2.788  -0.715
C -21.423 14.154 1.959  -0.774
C -31.310 11.623 2.748  -1.146
C -26.571 18.495 -11.205  -1.216
C -23.070 20.180 -6.078  -0.743
C -30.033 17.572 -6.052  1.017
C -29.630 12.348 -8.247  -1.162
C -24.655 16.136 -2.379  -0.197
C -20.418 18.496 0.746  -1.048
C -19.134 14.967 1.748  -1.031
C -22.611 9.708 -0.445  -0.828
C -31.810 16.687 -1.251  -0.440
C -27.602 9.211 -6.750  -0.676
C -26.667 18.545 -4.996  -1.032
C -31.509 12.549 -5.392  -0.806
C -24.436 12.848 -0.236  -0.088
C -25.692 17.165 1.783  -0.957
C -21.847 23.534 -3.425  -1.276
C -26.517 13.813 -2.953  1.618
C -28.069 18.365 -9.269  -1.013
C -26.064 11.201 -0.764  -0.795
C -33.890 20.465 -3.781  -1.056
C -33.792 19.352 -5.954  -1.065
C -30.103 12.775 -1.249  -0.939
C -23.622 22.851 -1.813  -1.048
C -31.820 13.910 2.441  -1.188
C -29.902 9.032 -7.163  -0.997
C -18.699 17.656 -0.634  -1.057
C -28.814 16.254 0.757  -0.149
H -29.195 11.576 -8.874  0.245
H -26.496 19.870 -7.249  0.483
H -24.398 22.112 -1.696  0.292
H -26.681 13.806 -1.882  -1.052
H -29.695 18.367 1.826  0.310
H -27.339 12.936 1.878  0.187
H -22.826 22.726 -1.083  0.349
H -34.455 11.152 -1.469  0.303
H -19.025 13.485 -2.024  0.384
H -21.363 18.297 1.323  0.215
H -26.298 13.938 4.533  0.323
H -25.038 8.948 -2.851  0.488
H -29.988 19.915 -10.917  0.350
H -29.506 7.984 -7.154  0.360
H -30.141 9.255 -8.188  0.232
H -26.101 17.636 -10.751  0.361
H -22.044 22.391 -6.685  0.286
H -18.759 13.921 1.733  0.395
H -32.891 10.252 -1.455  0.156
H -32.687 13.921 3.109  0.284
H -33.290 18.507 -6.476  0.264
H -29.703 10.742 0.604  0.030
H -28.016 15.487 0.504  -0.426
H -26.545 18.355 -2.440  0.230
H -25.418 13.980 -3.015  -0.501
H -18.017 18.373 -0.129  0.393
H -21.184 23.144 -2.633  0.420
H -20.753 16.826 -2.363  0.316
H -30.844 8.996 -6.575  0.335
H -20.583 19.326 0.059  0.363
H -23.707 10.957 -5.609  0.438
H -23.864 20.616 -6.698  0.302
H -26.336 21.446 -6.693  0.024
H -33.575 20.263 -2.782  0.303
H -31.222 10.590 2.436  0.366
H -31.758 16.681 -0.206  0.100
H -32.055 9.881 -4.701  0.410
H -25.445 15.451 3.942  0.374
H -27.738 8.140 -6.558  0.404
H -18.973 18.213 -1.556  0.256
H -35.010 20.229 -3.860  0.337
H -27.875 20.928 -7.372  -1.134
H -28.804 18.841 -8.655  -0.180
H -29.986 21.530 -11.597  0.392
H -21.602 9.939 -0.115  0.286
H -29.999 20.814 -7.204  -0.297
H -23.360 19.157 -5.761  -0.249
H -21.385 13.154 1.507  0.241
H -21.918 24.106 -6.128  0.277
H -34.775 18.958 -5.925  0.454
H -26.325 9.699 -3.778  -0.317
H -22.794 23.821 -7.538  0.434
H -25.238 13.900 3.126  0.048
H -30.832 21.268 -10.172  0.470
H -28.320 18.449 -2.807  -0.036
H -33.046 16.920 -4.791  0.648
H -28.397 17.213 0.492  0.444
H -18.836 15.449 2.687  0.315
H -28.140 12.937 3.428  0.358
H -22.548 19.234 -3.763  -0.080
H -29.594 10.373 -1.095  0.443
H -30.146 17.695 3.416  0.418
H -27.384 17.843 -8.646  0.636
H -31.181 13.327 -6.121  0.170
H -24.116 12.472 0.763  0.366
H -22.467 9.234 -3.716  0.274
H -31.368 12.973 -4.395  -0.003
H -21.824 24.633 -3.301  0.273
H -30.981 9.768 -0.132  0.529
H -22.699 8.640 -0.244  0.335
H -25.270 13.495 -0.052  -0.288
H -30.644 13.599 -1.699  0.109
H -26.888 12.888 -3.436  0.404
H -28.659 14.484 -7.067  0.310
H -23.759 15.138 -5.390  0.313
H -25.499 18.537 4.203  0.368
H -28.685 17.516 -9.703  0.445
H -25.681 19.025 -11.621  0.326
H -26.833 11.976 -0.897  -0.192
H -22.199 20.106 -6.682  0.435
H -34.244 9.429 -0.836  0.344
H -25.644 24.191 -5.489  0.276
H -30.193 17.244 -7.062  0.605
H -18.511 15.522 1.018  0.231
H -21.322 23.144 -4.319  0.362
H -29.445 13.226 -0.530  0.136
H -25.574 16.257 -1.806  -0.738
H -35.133 11.828 0.675  0.349
H -25.788 18.974 -4.472  0.010
H -27.450 19.326 -5.125  -0.420
H -29.738 16.217 0.144  -0.339
H -27.126 9.288 -7.736  0.250
H -21.143 14.023 3.002  0.494
H -24.721 21.539 -9.989  0.523
H -30.475 9.427 -4.714  0.470
H -21.124 20.401 -3.841  0.262
H -24.973 9.036 -4.642  0.524
H -26.036 10.956 0.285  0.405
H -23.903 12.522 -4.749  -0.164
H -33.705 21.531 -3.957  0.265
H -29.608 13.319 -8.804  0.355
H -23.034 15.075 -3.762  -0.011
H -29.357 18.436 -6.140  -1.010
H -26.270 18.106 -5.934  0.660
H -24.153 15.225 -1.998  -0.096
H -24.855 24.459 -7.070  0.385
H -20.635 15.205 -3.217  0.403
H -29.484 16.723 -5.649  -0.770
H -19.226 16.183 -2.966  0.350
H -25.507 18.090 1.247  0.446
H -19.744 13.137 -0.485  0.234
H -24.098 23.776 -1.519  0.352
H -34.085 11.619 2.146  0.264
H -33.831 20.274 -6.565  0.281
H -24.716 16.885 2.165  0.525
H -29.807 23.212 -9.716  0.433
H -31.002 17.122 1.948  0.210
H -24.624 20.167 -8.766  0.343
H -23.302 10.295 0.250  0.151
H -28.909 14.717 -2.473  -1.028
H -28.218 23.441 -10.336  0.368
H -28.854 13.729 1.952  -0.276
H -32.230 17.624 -1.502  0.215
H -22.430 20.772 -2.799  0.299
H -30.315 17.423 -2.293  -0.398
H -31.595 16.006 -4.394  -0.439
H -30.369 12.012 3.173  0.080
H -24.475 21.873 -8.378  -0.077
H -22.940 16.491 -4.776  0.103
H -22.239 8.074 -2.388  0.346
H -24.100 17.028 -2.074  0.354
H -28.741 21.094 -5.263  -0.320
H -26.058 16.507 1.043  -0.328
H -23.598 13.474 -0.573  -0.574
H -29.007 15.876 -3.853  -0.896
H -32.096 16.159 -6.023  0.495
H -29.894 22.217 -4.512  0.279
H -19.701 18.894 1.469  0.341
H -26.927 9.627 -6.078  -0.147
H -30.697 12.151 -8.163  0.385
H -27.201 18.853 4.421  0.264
H -20.764 13.257 -1.912  -0.110
H -31.905 14.743 1.727  0.067
H -29.013 14.100 -4.232  -1.170
H -24.202 25.245 -5.440  0.271
H -29.383 12.289 -1.881  0.205
H -30.933 14.056 3.086  0.502
H -32.365 15.720 -1.514  0.075
H -22.454 14.561 1.932  0.006
H -27.319 13.669 -7.698  0.232
H -27.048 18.114 -12.076  0.410
H -32.594 12.318 -5.475  0.483
H -21.105 9.436 -2.602  0.270
H -31.661 21.452 -6.861  0.286
H -34.929 10.254 1.479  0.347
H -27.566 13.678 -5.926  -0.529
H -29.419 20.721 -3.650  0.220
H -32.041 11.667 3.524  0.479
H -18.046 16.826 -0.870  0.329
H -25.307 11.706 -5.407  -0.179
H -26.195 10.217 -1.205  0.329
H -26.384 19.468 2.995  0.339
H -30.884 10.524 -3.397  -0.074
H -27.611 16.909 -2.239  -0.082
H -28.409 23.031 -8.569  0.168
H -31.255 19.734 -7.229  0.287